Entry 1:
Computed, not measured: a molecular structure, C30H33ClGeN3O3S2Sc, with the ωB97M-V functional and the def2-TZVPD basis.

The gap between HOMO and LUMO is 6.6 eV. The LUMO energy is -1.6 eV. The energy above the lowest of the compared OMol25 structures with the same formula, charge and spin is 0.0 kJ/mol.

Element x y z (Å)
Sc -0.037 -0.192 0.701
C -2.310 0.002 -2.788
C -3.458 0.227 -2.039
C -3.620 1.428 -1.365
C -2.638 2.408 -1.447
C -1.494 2.185 -2.199
C -1.323 0.977 -2.863
H -2.190 -0.934 -3.321
H -4.217 -0.543 -1.966
H -4.506 1.598 -0.767
H -2.761 3.343 -0.915
H -0.729 2.949 -2.263
H -0.417 0.795 -3.425
C 1.226 -4.251 -3.425
C 2.138 -4.648 -2.450
C 2.155 -4.028 -1.215
C 1.243 -3.012 -0.962
C 0.336 -2.608 -1.923
C 0.329 -3.229 -3.165
N 1.228 -2.298 0.300
N 2.134 -2.616 1.073
C 2.147 -1.855 2.292
C 3.097 -2.210 3.221
C 3.130 -1.506 4.417
C 2.208 -0.498 4.626
C 1.290 -0.211 3.626
N 1.269 -0.871 2.470
H 1.225 -4.741 -4.389
H 2.844 -5.441 -2.660
H 2.869 -4.320 -0.458
H -0.347 -1.787 -1.737
H -0.369 -2.904 -3.923
H 3.784 -3.012 2.995
H 3.864 -1.746 5.174
H 2.185 0.075 5.542
H 0.550 0.566 3.740
C 0.485 4.973 1.868
Ge 0.709 3.120 2.437
C 0.140 3.007 4.318
C 2.650 2.833 2.425
C -0.320 1.929 1.334
H 0.976 5.664 2.555
H -0.574 5.230 1.813
H 0.920 5.110 0.877
H 0.108 4.006 4.753
H 0.834 2.416 4.919
H -0.856 2.568 4.405
H 3.106 3.571 3.088
H 3.062 2.981 1.426
H 2.937 1.841 2.779
H -1.347 1.998 1.715
H -0.316 2.403 0.337
C -4.226 -2.271 3.588
O -3.649 -2.420 2.286
C -2.622 -1.651 1.957
S -1.960 -0.516 2.993
S -2.046 -1.931 0.368
H -5.029 -3.001 3.624
H -4.614 -1.263 3.718
H -3.482 -2.475 4.356
Cl 7.211 -1.899 0.645
C 5.727 -1.300 -0.043
C 5.353 -1.715 -1.312
C 4.164 -1.246 -1.849
C 3.352 -0.393 -1.111
C 3.749 0.018 0.154
C 4.949 -0.421 0.692
C 2.034 0.017 -1.690
O 1.826 0.045 -2.880
O 1.116 0.258 -0.776
H 5.986 -2.396 -1.864
H 3.845 -1.544 -2.839
H 3.117 0.690 0.720
H 5.275 -0.094 1.670

Mulliken population analysis, charges in e, atoms 1 to 6:
1 Sc -0.11
2 C -0.21
3 C -0.47
4 C -0.43
5 C -0.37
6 C -0.47

---

Entry 2:
Computed, not measured: a molecular structure, C30H33ClN5PPtS, with the ωB97M-V functional and the def2-TZVPD basis.

The spin multiplicity is 5. The gap between HOMO and LUMO (alpha / beta) is 6.8 / 7.2 eV. The LUMO energy (alpha / beta) is -6.1 / -6.8 eV. The net charge is +2.

Element x y z (Å)
Pt 0.726 0.194 0.385
C 2.979 1.278 4.254
C 2.008 0.970 3.156
N 2.314 0.407 2.042
N 3.599 0.125 1.719
C 3.916 -0.551 0.588
N 5.210 -0.776 0.381
S 2.778 -1.109 -0.528
C 0.591 1.336 3.330
C 0.110 1.822 4.541
C -1.231 2.146 4.665
C -2.066 1.986 3.573
C -1.515 1.514 2.391
N -0.231 1.203 2.273
H 3.979 0.898 4.068
H 2.640 0.821 5.184
H 3.048 2.354 4.420
H 4.341 0.417 2.336
H 5.934 -0.498 1.024
H 5.490 -1.264 -0.454
H 0.773 1.938 5.386
H -1.617 2.518 5.604
H -3.121 2.214 3.628
H -2.128 1.379 1.509
Cl -0.206 -1.804 2.209
C -0.854 -3.105 1.264
C -1.097 -4.317 1.883
C -1.588 -5.369 1.127
C -1.823 -5.204 -0.230
C -1.576 -3.984 -0.836
C -1.096 -2.904 -0.095
P -0.832 -1.279 -0.885
C -0.389 -1.706 -2.579
C -1.046 -1.150 -3.673
C -0.665 -1.510 -4.956
C 0.371 -2.412 -5.152
C 1.037 -2.959 -4.061
C 0.664 -2.605 -2.777
C -2.470 -0.496 -0.961
C -2.574 0.895 -1.012
C -3.815 1.500 -1.136
C -4.961 0.720 -1.211
C -4.864 -0.663 -1.164
C -3.626 -1.273 -1.041
H -0.903 -4.440 2.940
H -1.776 -6.324 1.600
H -2.197 -6.029 -0.821
H -1.752 -3.868 -1.898
H -1.859 -0.449 -3.526
H -1.180 -1.090 -5.810
H 0.662 -2.693 -6.155
H 1.844 -3.662 -4.215
H 1.176 -3.037 -1.924
H -1.676 1.495 -0.978
H -3.897 2.579 -1.178
H -5.931 1.190 -1.312
H -5.757 -1.271 -1.225
H -3.562 -2.353 -1.001
C 2.716 2.959 -1.478
C 1.254 3.060 -0.988
C 1.203 3.850 0.341
C 0.399 3.784 -2.054
N 0.756 1.772 -0.765
H 3.107 3.963 -1.634
H 2.763 2.406 -2.415
H 3.331 2.445 -0.736
H 1.613 4.846 0.180
H 1.793 3.340 1.105
H 0.174 3.942 0.688
H 0.800 4.782 -2.223
H -0.634 3.875 -1.717
H 0.419 3.231 -2.992

Mulliken population analysis, charges in e, atoms 1 to 6:
1 Pt 2.46
2 C -1.79
3 C 0.46
4 N 0.14
5 N -0.43
6 C 0.58

---

Entry 3:
Computed, not measured: a molecular structure, C30H33CoN9OP, with the ωB97M-V functional and the def2-TZVPD basis.

The spin multiplicity is 4. The gap between HOMO and LUMO (alpha / beta) is 7.5 / 7.5 eV. The LUMO energy (alpha / beta) is -2.8 / -2.8 eV. The net charge is +1.

Element x y z (Å)
Co 0.615 -0.353 0.660
C 3.771 2.326 2.514
C 4.871 2.154 1.625
C 4.758 1.222 0.610
C 3.578 0.441 0.549
N 2.488 0.722 1.269
C 2.593 1.620 2.277
C 3.532 -0.806 -0.241
C 4.616 -1.395 -0.881
C 4.378 -2.559 -1.587
C 3.098 -3.105 -1.716
C 2.030 -2.396 -1.087
N 2.298 -1.356 -0.346
C 0.562 -2.742 -1.237
C 0.087 -3.968 -1.722
C -1.286 -4.240 -1.743
C -2.159 -3.210 -1.341
C -1.595 -2.038 -0.867
N -0.262 -1.779 -0.826
H 3.817 3.044 3.343
H 5.791 2.697 1.741
H 5.592 1.055 -0.023
H 1.673 1.867 2.749
H 5.566 -0.875 -0.805
H 5.237 -3.122 -1.916
H 2.966 -4.031 -2.178
H 0.777 -4.779 -1.980
H -1.533 -5.229 -2.075
H -3.238 -3.332 -1.244
H -2.246 -1.231 -0.476
C -2.676 4.232 1.724
N -2.132 2.809 1.801
C -2.100 2.027 2.939
C -1.487 0.836 2.597
N -1.204 0.854 1.237
C -1.643 2.039 0.811
P -1.867 2.521 -0.917
C -0.371 1.966 -1.726
N 0.617 1.220 -1.253
C 1.570 1.189 -2.217
C 1.141 1.920 -3.304
N -0.073 2.407 -2.992
C -0.965 3.142 -3.922
C -3.012 1.282 -1.557
N -2.671 0.509 -2.604
C -3.872 -0.108 -3.026
C -4.869 0.301 -2.181
N -4.305 1.170 -1.299
C -5.013 1.635 -0.075
H -3.788 4.191 1.647
H -2.221 4.627 0.820
H -2.304 4.790 2.616
H -2.489 2.395 3.870
H -1.273 -0.076 3.156
H 2.482 0.634 -2.113
H 1.556 2.128 -4.276
H -1.874 3.444 -3.430
H -1.223 2.440 -4.745
H -0.492 4.020 -4.349
H -3.851 -0.804 -3.830
H -5.879 -0.059 -1.993
H -5.132 0.815 0.602
H -5.994 2.030 -0.351
H -4.418 2.402 0.372
C 2.044 -2.824 2.862
C 0.810 -2.055 3.270
C -0.329 -3.072 3.535
O 0.331 -1.195 2.309
H 2.512 -3.426 3.631
H 2.833 -2.069 2.607
H 1.855 -3.471 1.974
H 1.137 -1.470 4.143
H -0.344 -3.678 2.607
H -1.304 -2.579 3.590
H -0.086 -3.688 4.394

Mulliken population analysis, charges in e, atoms 1 to 6:
1 Co 1.22
2 C -0.86
3 C -0.50
4 C -1.34
5 C 0.93
6 N 0.53

---

no.,DFT total energy (eV)
1,-153670.556
2,-74973.833
3,-94015.830